# 1
Computed, not measured: 2 unconnected molecules or ions with the total composition C30H31ClNO in a non-equilibrium geometry, with ωB97M-V/def2-TZVPD.

Structure (XYZ):
```
64
Properties=species:S:1:pos:R:3
Cl -4.868 0.124 -2.151
C -3.747 0.418 -0.891
C -3.069 1.646 -0.830
C -2.185 1.897 0.218
C -1.956 0.929 1.227
C -1.078 1.224 2.342
C -0.952 0.252 3.492
C -0.339 1.084 4.667
C -0.262 2.468 4.103
C -0.785 2.526 2.823
C -2.624 -0.324 1.116
C -3.518 -0.571 0.078
H -3.246 2.394 -1.597
H -1.654 2.850 0.260
H -1.934 -0.147 3.800
H -0.327 -0.609 3.225
H -0.984 1.031 5.560
H 0.641 0.680 4.959
H 0.146 3.306 4.667
H -0.909 3.432 2.235
H -2.449 -1.103 1.860
H -4.042 -1.520 0.015
C 3.396 7.349 1.928
O 2.868 6.657 0.773
C 2.436 5.376 0.929
C 1.885 4.745 -0.213
C 1.448 3.442 -0.145
C 1.597 2.680 1.041
C 1.157 1.283 1.111
C 2.039 0.302 1.559
N 1.826 -1.012 1.274
C 0.739 -1.443 0.412
C 0.966 -2.947 0.186
C 2.324 -3.297 0.807
C 2.855 -2.023 1.477
C 3.305 0.621 2.294
C 4.328 1.322 1.635
C 5.514 1.630 2.295
C 5.689 1.229 3.624
C 4.678 0.523 4.284
C 3.487 0.212 3.624
C 2.143 3.331 2.169
C 2.531 4.658 2.143
H 3.715 8.313 1.532
H 2.619 7.489 2.694
H 4.253 6.809 2.360
H 1.827 5.322 -1.135
H 1.020 2.960 -1.027
H 0.370 0.990 0.416
H -0.244 -1.246 0.870
H 0.754 -0.905 -0.551
H 0.161 -3.517 0.661
H 0.949 -3.156 -0.888
H 2.228 -4.092 1.551
H 3.035 -3.625 0.043
H 3.813 -1.711 1.025
H 3.052 -2.189 2.546
H 4.171 1.628 0.598
H 6.296 2.178 1.765
H 6.624 1.456 4.140
H 4.812 0.199 5.318
H 2.692 -0.346 4.131
H 2.257 2.772 3.100
H 2.936 5.127 3.045
```

The HOMO energy is -0.3651 hartree. Its total charge is +1. The frontier orbital gap is 5.243 eV. Its LUMO energy is -4.69 eV. For the total energy, the calculation gives -1751.67468 hartree. The largest force on an atom comes out at 0.0310 Eh/bohr.

***

# 2
Computed, not measured: a molecular structure, C5H9N4O in a non-equilibrium geometry, with ωB97M-V/def2-TZVPD.

Structure (XYZ):
```
19
Properties=species:S:1:pos:R:3
C 0.074 -2.453 -1.193
C 0.555 -1.178 -0.778
C -1.244 1.224 1.224
C -0.235 1.844 0.263
C 0.503 -0.453 0.492
N 0.385 -2.584 -2.449
N 1.126 -0.621 -1.825
N -1.291 -0.154 0.822
N 0.961 0.939 0.340
O 1.018 -1.489 -2.824
H -0.451 -3.213 -0.655
H -0.955 1.396 2.272
H -2.238 1.650 1.064
H -0.629 1.794 -0.752
H 0.036 2.869 0.510
H 0.888 -0.978 1.358
H -1.552 -0.794 1.565
H 1.487 0.979 -0.553
H 1.563 1.222 1.120
```

The HOMO energy is -0.5271 hartree. Its total charge is +1. The frontier orbital gap is 10.798 eV. Its LUMO energy is -3.55 eV. For the total energy, the calculation gives -489.81002 hartree. The largest force on an atom comes out at 0.0868 Eh/bohr.

***

# 3
Computed, not measured: 2 unconnected molecules or ions with the total composition C7H17ClN6 in a non-equilibrium geometry, with ωB97M-V/def2-TZVPD.

Structure (XYZ):
```
31
Properties=species:S:1:pos:R:3
C 3.660 -0.614 0.179
C 4.005 0.509 0.751
C 1.242 -0.378 -0.211
C -0.184 -2.313 -0.391
C -2.879 2.256 0.802
C -1.139 -0.015 -0.553
C -2.184 -0.149 0.617
N 2.575 3.956 -1.542
N 1.878 3.166 -1.308
N 2.302 -1.109 0.142
N 4.531 -1.494 -0.329
N 0.004 -0.880 -0.401
N -3.248 0.926 0.344
Cl 3.055 1.726 1.340
H 5.094 0.829 0.597
H 1.341 0.667 -0.368
H -1.283 -2.521 -0.430
H 0.328 -2.782 -1.185
H -0.001 -2.642 0.560
H -2.150 2.712 0.107
H -3.831 2.834 0.809
H -2.553 2.094 1.699
H -1.795 -0.176 -1.461
H -0.749 0.996 -0.674
H -1.591 0.080 1.424
H -2.590 -1.114 0.812
H 2.238 -2.060 0.400
H 5.567 -1.296 -0.013
H 4.382 -2.442 -0.407
H -4.020 0.673 0.908
H -3.380 1.023 -0.675
```

The spin multiplicity is 3. The HOMO energy (alpha / beta) is -0.4264 / -0.5935 hartree. The expectation value of S² is 2.01. Its total charge is +2. The frontier orbital gap (alpha / beta) is 6.116 / 6.816 eV. Its LUMO energy (alpha / beta) is -5.49 / -9.34 eV. For the total energy, the calculation gives -1064.91478 hartree. The largest force on an atom comes out at 0.1877 Eh/bohr.

***

# 4
Computed, not measured: a molecular structure, C22H28BrIN4O8Y, with ωB97M-V/def2-TZVPD.

Structure (XYZ):
```
65
Properties=species:S:1:pos:R:3
Y 0.277 0.035 0.374
O 4.576 -0.049 -0.499
C 3.423 0.227 -0.199
O 2.443 -0.582 -0.033
C 3.053 1.704 -0.008
N 1.767 2.036 -0.656
C 1.332 3.380 -0.250
C 0.716 3.412 1.136
N -0.384 2.460 1.345
C -1.677 2.928 0.839
C -1.880 2.706 -0.656
N -1.572 1.342 -1.121
C -1.281 1.381 -2.561
C -0.544 0.150 -3.052
N 0.683 -0.166 -2.309
C 1.851 0.610 -2.735
C 1.932 2.002 -2.121
C 0.947 -1.606 -2.470
C -0.117 -2.411 -1.730
O -0.546 -3.450 -2.210
O -0.477 -1.879 -0.612
C -2.728 0.459 -0.867
C -2.926 0.187 0.630
O -4.063 0.223 1.080
O -1.839 -0.046 1.267
C -0.479 2.193 2.789
C 0.725 1.387 3.277
O 1.084 1.506 4.435
O 1.238 0.614 2.377
H 3.855 2.338 -0.402
H 2.963 1.857 1.068
H 0.617 3.743 -0.984
H 2.180 4.081 -0.264
H 0.381 4.440 1.343
H 1.490 3.183 1.868
H -1.811 4.002 1.038
H -2.455 2.403 1.390
H -1.259 3.400 -1.217
H -2.923 2.961 -0.893
H -0.697 2.275 -2.767
H -2.211 1.478 -3.141
H -0.327 0.278 -4.123
H -1.207 -0.711 -2.971
H 1.867 0.723 -3.830
H 2.738 0.044 -2.463
H 1.170 2.644 -2.558
H 2.902 2.435 -2.403
H 1.907 -1.831 -2.004
H 0.973 -1.901 -3.525
H -2.545 -0.513 -1.329
H -3.643 0.893 -1.285
H -1.364 1.582 2.969
H -0.554 3.118 3.372
Br 0.928 -4.983 5.054
C -0.006 -5.186 3.417
C -0.561 -6.427 3.146
C -1.252 -6.633 1.961
C -1.391 -5.596 1.053
C -0.844 -4.349 1.327
C -0.146 -4.141 2.508
I 0.679 -2.244 2.837
H -0.444 -7.226 3.866
H -1.677 -7.607 1.754
H -1.916 -5.739 0.118
H -0.952 -3.545 0.611
```

The HOMO energy is -0.2277 hartree. Its total charge is -1. The frontier orbital gap is 8.308 eV. Its LUMO energy is 2.11 eV. For the total energy, the calculation gives -4586.51915 hartree. The largest force on an atom comes out at 0.0090 Eh/bohr.